{"formula": "CH2S3", "method": "the ωB97M-V functional and the def2-TZVPD basis", "elements": ["C", "S", "S", "S", "H", "H"], "coordinates": [[-1.2081, -1.4158, 0.0465], [-1.2663, -1.6110, -1.4960], [0.7849, 1.0642, 0.1124], [-1.1750, -1.5434, 1.5930], [2.1144, 1.2366, 0.2365], [0.7502, 2.2695, -0.4923]], "forces_ev_per_angstrom": [[-0.1907, -1.2239, -0.1901], [0.0012, 0.5133, 0.3008], [0.5865, 0.7379, -0.1690], [-0.0030, 0.4603, -0.1129], [-0.1199, -0.2746, 0.1317], [-0.2741, -0.2132, 0.0395]], "lumo_ev": -0.1253, "mol_weight_g_mol": 110.23, "gap_ev": 9.2, "de_lowest_kcal_mol": 3.9, "homo_energy_ev": -9.374, "total_energy_ha": -1233.8462, "total_charge": 0}